Entry from the Open Molecules 2025 dataset: a 5-piece molecular cluster, C38H77FN2O12P overall in a non-equilibrium geometry (wB97M-V/def2-TZVPD).

Last column: Löwdin charge in e.
CARTESIAN COORDINATES (ANGSTROEM)
C -3.52 5.42 -1.02  -0.053
C -4.70 4.47 -0.83  -0.559
C -5.97 5.24 -0.42  -0.047
C -5.01 3.90 -2.25  -0.045
C -4.44 3.28 0.10  -0.127
C -3.66 3.49 1.41  -0.441
C -2.12 3.61 1.13  -0.018
C -4.12 4.71 2.23  -0.043
C -3.84 2.26 2.32  -0.172
C -4.46 1.07 1.92  -0.013
C -4.56 -0.04 2.76  0.006
C -4.03 0.02 4.05  -0.293
O -4.16 -1.10 4.86  -0.038
C -2.93 -1.61 5.34  -0.163
C -2.01 -2.06 4.24  -0.175
O -2.49 -3.28 3.68  -0.097
C -2.07 -3.56 2.39  -0.240
C -0.94 -4.62 2.37  -0.212
P 0.77 -3.99 2.27  1.161
C 1.79 -4.67 3.62  -0.267
C 2.22 -3.68 4.70  -0.310
N 3.43 -2.97 4.30  0.028
C 0.83 -2.12 2.16  -0.528
O 0.88 -1.45 3.13  0.127
N 0.79 -1.61 0.85  0.169
C -0.29 -0.74 0.55  -0.575
O -0.99 -0.88 -0.37  0.216
F -0.39 0.23 1.40  0.205
C -3.42 1.19 4.48  0.003
C -3.32 2.28 3.63  -0.020
H -3.83 6.32 -1.55  0.086
H -3.03 5.72 -0.10  0.064
H -2.76 4.94 -1.64  0.084
H -5.96 5.57 0.61  0.064
H -6.82 4.59 -0.55  0.081
H -6.09 6.08 -1.10  0.087
H -4.39 3.01 -2.40  0.076
H -4.72 4.61 -3.01  0.070
H -6.04 3.60 -2.35  0.081
H -5.42 2.90 0.38  0.121
H -3.93 2.49 -0.44  0.113
H -1.73 4.56 1.47  0.080
H -1.58 2.80 1.62  0.064
H -1.94 3.50 0.07  0.074
H -4.26 5.60 1.62  0.063
H -5.04 4.53 2.77  0.099
H -3.36 4.97 2.96  0.075
H -4.88 0.97 0.93  0.102
H -5.06 -0.93 2.42  0.118
H -3.16 -2.46 5.97  0.140
H -2.40 -0.88 5.95  0.124
H -1.89 -1.29 3.48  0.117
H -1.02 -2.22 4.68  0.115
H -2.91 -4.00 1.86  0.138
H -1.79 -2.67 1.83  0.107
H -0.99 -5.24 3.26  0.104
H -1.07 -5.24 1.49  0.100
H 1.32 -4.46 1.07  0.065
H 1.19 -5.46 4.06  0.097
H 2.68 -5.12 3.18  0.099
H 2.48 -4.27 5.58  0.125
H 1.41 -3.01 5.01  0.096
H 3.20 -2.25 3.62  0.056
H 3.77 -2.45 5.11  0.078
H 0.79 -2.32 0.13  0.135
H -3.02 1.23 5.48  0.115
H -2.82 3.17 3.99  0.113
C -3.23 4.82 -6.03  -0.112
O -4.50 5.39 -5.77  -0.201
C -4.59 6.75 -6.16  -0.204
C -5.35 6.91 -7.45  -0.207
O -4.65 6.34 -8.55  -0.187
C -5.17 5.08 -8.95  -0.104
H -3.30 3.75 -5.85  0.081
H -2.93 4.98 -7.07  0.086
H -2.48 5.24 -5.36  0.088
H -3.59 7.19 -6.25  0.126
H -5.12 7.29 -5.37  0.125
H -5.48 7.98 -7.66  0.126
H -6.35 6.47 -7.36  0.126
H -6.16 5.21 -9.41  0.089
H -5.26 4.40 -8.10  0.084
H -4.49 4.65 -9.68  0.083
C -2.62 -0.49 -11.27  -0.111
O -1.38 0.14 -11.02  -0.190
C -1.39 1.54 -11.26  -0.204
C -1.46 2.32 -9.97  -0.203
O -2.70 2.13 -9.31  -0.200
C -2.63 1.24 -8.21  -0.115
H -2.55 -1.52 -10.92  0.088
H -3.44 0.01 -10.74  0.083
H -2.85 -0.50 -12.34  0.090
H -2.23 1.81 -11.91  0.127
H -0.46 1.79 -11.78  0.127
H -1.37 3.38 -10.20  0.126
H -0.63 2.04 -9.31  0.126
H -2.06 1.69 -7.39  0.082
H -2.16 0.29 -8.50  0.084
H -3.64 1.04 -7.87  0.090
C 6.53 -1.29 6.48  -0.110
O 6.10 -2.64 6.59  -0.211
C 7.02 -3.57 6.04  -0.205
C 7.82 -4.26 7.12  -0.201
O 8.70 -3.37 7.78  -0.183
C 8.25 -2.96 9.06  -0.107
H 5.84 -0.67 7.05  0.088
H 7.54 -1.16 6.88  0.088
H 6.51 -0.97 5.43  0.086
H 7.69 -3.08 5.33  0.126
H 6.44 -4.32 5.50  0.116
H 8.44 -5.04 6.65  0.126
H 7.15 -4.75 7.84  0.127
H 8.29 -3.79 9.77  0.090
H 7.22 -2.57 9.02  0.082
H 8.91 -2.17 9.40  0.091
C 7.11 -4.44 2.35  -0.122
O 8.16 -5.07 3.06  -0.199
C 8.11 -6.49 2.96  -0.203
C 9.13 -7.02 1.98  -0.203
O 8.81 -6.64 0.65  -0.191
C 9.60 -5.58 0.16  -0.107
H 7.31 -3.37 2.34  0.090
H 7.05 -4.79 1.32  0.084
H 6.15 -4.62 2.85  0.071
H 7.11 -6.82 2.69  0.124
H 8.34 -6.89 3.96  0.125
H 9.12 -8.11 2.02  0.128
H 10.13 -6.68 2.25  0.129
H 10.63 -5.91 0.00  0.091
H 9.60 -4.72 0.84  0.084
H 9.18 -5.27 -0.80  0.089

Properties
Net charge   +1
HOMO   -10.24 eV
2S+1   1
Calculated total energy   -80198.7376 eV